DFT (ωB97M-V/def2-TZVPD) results for a structure of composition CH11MnO9P.

Output
⟨S²⟩: 8.76
HOMO level (alpha / beta): 0.7 / 0.4 eV
LUMO energy (alpha / beta): 4.5501 / 4.4644 eV
spin multiplicity: 6
energy above the lowest of the compared OMol25 structures with the same formula, charge and spin: 0.0 kJ/mol
HOMO-LUMO gap (alpha / beta): 0.1407 / 0.1499 Eh
net charge: -2

```
23
Properties=species:S:1:pos:R:3:forces:R:3:mulliken_spin:R:1
Mn 0.26524 0.10127 -0.36701 1.1176 -2.1393 1.2015 4.75
C -0.53875 -3.14746 -0.69265 0.1409 0.7643 -0.1191 0.02
O 0.11067 -2.04168 -0.25674 -0.4824 0.0634 -0.4630 0.03
H 0.09398 -4.06396 -0.62729 -0.2044 -0.0720 0.0472 0.00
H -1.48650 -3.34448 -0.12419 0.0650 -0.2610 -0.1176 0.00
H -0.85652 -3.09900 -1.78368 -0.0332 -0.1178 0.1742 0.00
P 2.33871 0.82866 1.15255 0.1474 -0.2450 0.3438 -0.01
O 2.28000 0.34299 -0.36307 0.2626 0.4864 -0.5156 0.08
O 2.48481 2.35465 1.22238 -0.1443 0.1719 -0.4009 0.00
O 3.35379 0.04021 1.94924 -0.1012 0.1686 0.0728 0.00
O 0.81359 0.43078 1.55794 -0.1409 0.4597 0.4081 0.07
O -0.32819 -0.06330 -2.47641 -0.6009 0.2747 -0.8726 0.01
H -0.46591 0.81858 -2.84326 0.2061 -0.0041 0.0384 0.01
H -0.18761 -0.66481 -3.21356 0.1894 -0.1383 0.1750 0.01
O -1.94494 0.34387 -0.05033 -0.6563 0.2183 -0.1124 0.00
H -2.42500 1.16424 0.10357 0.0716 -0.0267 0.2391 0.01
H -2.54971 -0.24968 -0.50664 0.1489 -0.1387 0.0042 0.01
O 0.35049 2.25193 -0.87164 -0.6326 1.0158 -1.2931 0.00
H 1.29256 2.51164 -0.86831 0.1277 -0.5138 0.8810 0.00
H -0.13080 2.94779 -0.41465 0.3380 -0.0724 0.3626 0.01
O -1.06777 1.18688 3.18074 -0.0237 -0.1194 -0.2934 0.00
H -0.32499 0.91228 2.51012 0.1579 0.2390 0.2745 0.01
H -1.07715 0.43862 3.78289 0.0466 -0.0136 -0.0347 0.00
```
Positions in Å, forces in eV/Å.

***

DFT (ωB97M-V/def2-TZVPD) results for a cluster of 4 separate species, CH11N3O3 in total.

Output
HOMO level: -8.5 eV
structure (SMILES): N=C(N)N.O.O.O
LUMO energy: 0.5944 eV
energy above the lowest of the compared OMol25 structures with the same formula, charge and spin: 159.8 kJ/mol
HOMO-LUMO gap: 0.3346 Eh

```
18
Properties=species:S:1:pos:R:3:forces:R:3:mulliken_charge:R:1
N 1.37450 0.13288 -0.24888 -0.6706 -0.8784 -1.2022 -0.68
C 0.71121 1.18938 -0.55136 -1.4990 -0.5695 1.5658 0.40
N 0.58844 2.30259 0.25198 -0.1658 1.3907 0.6978 -0.35
N -0.14778 1.21086 -1.61369 0.5572 -0.5514 -1.6234 -0.46
H 1.27298 -0.29350 0.65769 0.9702 0.8583 0.5385 0.26
H 0.72236 3.24845 -0.07711 -0.3141 -0.4251 -0.3343 0.19
H 0.42446 2.23453 1.25032 0.4791 -0.4599 -0.3003 0.22
H -0.26923 0.36238 -2.14188 0.6187 -0.2790 0.1333 0.24
H -0.98233 1.75207 -1.69406 0.2589 0.9450 0.5937 0.22
O -0.91192 0.82390 2.47110 0.0463 0.5639 0.4782 -0.64
H -0.86522 0.19521 1.76075 -0.0638 -0.6110 -0.4811 0.28
H -1.84708 1.03470 2.54677 -0.0153 -0.0223 0.0392 0.32
O 0.62761 -2.22477 -1.58412 -0.3134 -0.5803 -0.1190 -0.67
H 0.88304 -3.08910 -1.23729 0.1042 0.2568 -0.1330 0.29
H 1.29996 -1.57974 -1.30928 -0.1394 0.3069 0.3376 0.38
O -1.59415 -2.53879 0.85150 0.4251 0.6507 0.5076 -0.66
H -2.10667 -3.13190 0.31147 -0.1144 -0.1793 -0.4511 0.31
H -0.97396 -2.07326 0.26912 -0.1636 -0.4161 -0.2475 0.36
```
Positions in Å, forces in eV/Å.

***

DFT (ωB97M-V/def2-TZVPD) results for a structure of composition CH11NO3.

Output
HOMO level: -9.2 eV
LUMO energy: 0.5353 eV
energy above the lowest of the compared OMol25 structures with the same formula, charge and spin: 131.5 kJ/mol
HOMO-LUMO gap: 0.3586 Eh

```
16
Properties=species:S:1:pos:R:3:forces:R:3:mulliken_charge:R:1
H 0.27008 0.08905 1.17372 -1.4849 1.8395 0.1046 0.42
O -0.06354 1.25326 1.21317 0.9457 -0.4705 -0.3975 -0.83
N 0.17540 -1.13276 0.74315 1.3074 -0.0399 -0.6000 -0.39
H -0.71088 1.60370 1.82387 0.0285 -0.3738 0.2753 0.19
H 0.72943 -1.73245 1.34169 -0.5850 -0.3735 0.1971 0.31
H 0.65389 -1.15316 -0.16472 -0.4778 0.3001 0.2664 0.28
C -1.25741 -1.41564 0.63193 -0.5143 -0.9085 0.4793 -0.80
H -1.90487 -0.50533 0.60548 1.0241 -0.5051 -0.3520 0.21
H -1.44672 -2.10228 -0.22929 -0.1163 0.6269 0.7253 0.28
H -1.53217 -1.92183 1.57224 -0.1577 -0.0440 -0.5142 0.35
O 1.39534 2.69099 -0.91240 -0.3592 -0.0416 0.1090 -0.66
H 0.78033 2.99584 -0.22306 0.2644 -0.0218 -0.1564 0.32
H 1.25673 1.74487 -0.79142 0.0693 -0.0176 0.1949 0.33
O 0.66267 -0.33621 -1.93683 0.1509 0.0931 -0.3706 -0.63
H 1.06977 0.44686 -2.32865 0.0191 -0.0332 0.0499 0.32
H -0.07805 -0.52490 -2.51886 -0.1140 -0.0302 -0.0111 0.28
```
Positions in Å, forces in eV/Å.